{"formula": "C22H38MoP2", "method": "ωB97M-V/def2-TZVPD", "symbols": ["P", "P", "C", "C", "H", "H", "H", "H", "C", "H", "H", "H", "C", "H", "H", "H", "C", "H", "H", "H", "C", "H", "H", "H", "Mo", "C", "C", "C", "C", "C", "C", "C", "C", "C", "H", "H", "H", "H", "H", "H", "H", "H", "H", "H", "H", "H", "H", "H", "H", "C", "C", "C", "C", "C", "C", "C", "H", "H", "H", "H", "H", "H", "H"], "coordinates": [[0.9301, -2.3636, 1.1524], [0.3482, 2.0840, 1.2024], [0.4391, -0.7172, 0.6055], [1.2279, 0.4757, 1.1521], [-0.6402, -0.6173, 0.8353], [0.5369, -0.7485, -0.5020], [1.5850, 0.2878, 2.1829], [2.1178, 0.6351, 0.5113], [-0.7624, 2.0717, -0.2506], [-1.6042, 2.7612, -0.0968], [-1.2292, 1.0551, -0.3815], [-0.2123, 2.3951, -1.1428], [1.5404, 3.4010, 1.3675], [1.4563, 4.0891, 0.5147], [2.5528, 2.9743, 1.4095], [1.3443, 3.9505, 2.3020], [-0.1592, -3.4091, 0.1828], [-0.3824, -4.3206, 0.7512], [0.3416, -3.6631, -0.7603], [-1.0909, -2.8774, -0.0415], [2.6063, -2.9265, 0.8209], [3.3129, -2.0904, 0.7160], [2.6138, -3.5147, -0.1120], [2.9528, -3.5833, 1.6374], [-1.1406, 0.1995, -2.6084], [-0.1704, 1.5285, -3.8490], [-1.6278, 1.6907, -3.9236], [-2.5228, 0.8156, -4.7526], [-2.1332, -0.6844, -4.9362], [-1.4695, -1.4115, -3.8009], [-0.0501, -1.3340, -3.4928], [0.9400, -0.7234, -4.4573], [0.6361, 0.7390, -4.8631], [0.5754, -2.4763, 2.9045], [0.4072, 2.3578, -3.4057], [-2.0663, 2.6405, -3.6024], [-2.6052, 1.2538, -5.7631], [-3.5651, 0.8639, -4.3822], [-3.0802, -1.2338, -5.1080], [-1.5711, -0.8363, -5.8742], [-2.0327, -2.2633, -3.3900], [0.3716, -2.1288, -2.8679], [1.0395, -1.3432, -5.3683], [1.9460, -0.7490, -4.0019], [1.6149, 1.2509, -4.9552], [0.2086, 0.7810, -5.8792], [1.3988, -2.0583, 3.5039], [0.4223, -3.5381, 3.1648], [-0.3410, -1.9132, 3.1455], [-0.7753, 2.2250, 2.6193], [-0.4650, 1.3529, 3.8112], [-1.4774, 0.6043, 4.4136], [-1.2281, -0.0958, 5.5890], [0.0523, -0.0663, 6.1557], [1.0847, 0.6192, 5.5139], [0.8253, 1.3465, 4.3565], [-0.7047, 3.2977, 2.8832], [-1.7961, 2.0452, 2.2563], [-2.4635, 0.5836, 3.9462], [-2.0288, -0.6561, 6.0651], [0.2448, -0.5787, 7.0977], [2.1023, 0.6143, 5.9168], [1.6200, 1.9318, 3.8825]], "gap_ev": [6.60, 6.40], "fmax_ha_per_bohr": 0.0693, "charge": 2, "e_above_lowest_kj_mol": 0.0, "spin_multiplicity": 3, "homo_energy_ev": [-11.84, -11.97]}